[1]
The following is a DFT calculation (ωB97M-V/def2-TZVPD) of 11 unconnected molecules or ions with the total composition C6H35N2O10 in a non-equilibrium geometry.

Results
Total charge ... +1
Energy above the lowest of the compared OMol25 structures with the same formula, charge and spin ... 4.142 eV
HOMO-LUMO gap ... 9.890 eV
M ... 295.3 g/mol
HOMO level ... -12.2 eV

Bonds (Å) are listed after each position.
Atoms and positions in Å:
1 C -1.872 0.075 -0.777  H7 1.082, N12 1.564, C20 1.464, C53 1.574
2 H 2.960 -0.827 3.523  O30 1.072
3 H 1.520 2.613 -0.415  O33 1.027
4 O -2.234 -3.313 1.300  H38 0.991, H49 1.045
5 H -0.172 2.873 -1.768  O23 0.940
6 H -2.461 0.125 3.353  C47 1.081
7 H -2.481 0.426 -1.599  C1 1.082
8 H 1.010 1.818 -4.475  O18 0.956
9 H -3.211 -0.763 2.048  C47 1.045
10 C -0.302 -1.509 -1.930  H28 1.106, H29 1.224, C35 1.593, C53 1.450
11 O 2.874 0.647 -2.566  H37 0.991, H41 0.946
12 N -2.194 -1.426 -0.479  C1 1.564, H27 1.073, C35 1.516, H45 1.060
13 H 1.583 4.096 -0.575  O33 1.025
14 H -1.117 1.629 0.210  C20 1.065
15 H -1.721 -3.277 -1.539  C35 1.081
16 H -1.877 -1.532 2.785  C47 1.217
17 H 3.858 0.938 -0.255  O52 1.047
18 O 0.738 2.113 -3.608  H8 0.956, H42 1.023
19 H -1.347 3.546 -1.933  O23 0.913
20 C -1.840 0.883 0.443  C1 1.464, H14 1.065, N21 1.532, H25 1.125
21 N -1.288 0.046 1.601  C20 1.532, H44 1.044, C47 1.407
22 H 1.724 2.831 2.120  O43 0.994
23 O -1.057 2.685 -2.021  H5 0.940, H19 0.913
24 H 0.193 0.072 -0.378  C53 1.157
25 H -2.738 1.503 0.718  C20 1.125
26 H -0.098 0.756 -2.047  C53 1.241
27 H -1.728 -1.664 0.458  N12 1.073
28 H 0.050 -1.669 -2.966  C10 1.106
29 H 0.461 -2.173 -1.241  C10 1.224
30 O 2.999 -0.378 2.550  H2 1.072, H39 0.938
31 H -2.240 -2.007 -2.468  C35 0.963
32 H 4.155 2.077 0.556  O52 0.928
33 O 0.859 3.398 -0.376  H3 1.027, H13 1.025
34 H 0.443 -4.250 2.609  O36 0.976
35 C -1.713 -2.206 -1.687  C10 1.593, N12 1.516, H15 1.081, H31 0.963
36 O 0.225 -3.367 2.254  H34 0.976, H46 0.923
37 H 3.719 1.012 -2.933  O11 0.991
38 H -2.621 -3.681 2.135  O4 0.991
39 H 2.521 0.362 2.873  O30 0.938
40 H 0.542 2.734 1.152  O43 0.990
41 H 2.143 0.983 -3.065  O11 0.946
42 H -0.197 1.826 -3.306  O18 1.023
43 O 0.794 2.485 2.076  H22 0.994, H40 0.990
44 H -0.608 0.760 1.944  N21 1.044
45 H -3.249 -1.497 -0.405  N12 1.060
46 H 0.946 -3.020 1.795  O36 0.923
47 C -2.300 -0.443 2.447  H6 1.081, H9 1.045, H16 1.217, N21 1.407
48 O 1.596 -1.744 0.790  H50 0.986, H51 0.909
49 H -1.357 -3.445 1.853  O4 1.045
50 H 2.342 -1.286 1.244  O48 0.986
51 H 0.829 -1.294 0.975  O48 0.909
52 O 3.361 1.657 0.323  H17 1.047, H32 0.928
53 C -0.420 -0.198 -1.321  C1 1.574, C10 1.450, H24 1.157, H26 1.241

***

[2]
The following is a DFT calculation (ωB97M-V/def2-TZVPD) of 2 unconnected molecules or ions with the total composition C3H4N2S in a non-equilibrium geometry.

Results
Energy above the lowest of the compared OMol25 structures with the same formula, charge and spin ... 3.208 eV
HOMO-LUMO gap ... 9.534 eV
SMILES string ... C=C=N.N=C=S
M ... 100.1 g/mol
HOMO level ... -9.0 eV

Bonds (Å) are listed after each position.
Atoms and positions in Å:
1 C 0.628 -0.487 -0.676  N5 1.253, C10 1.307
2 H -1.090 -0.958 -1.516  N5 1.077
3 H 2.361 -1.268 0.270  C10 1.128
4 H -1.822 1.731 -0.152  N9 1.031
5 N -0.608 -0.320 -0.795  C1 1.253, H2 1.077
6 H 2.654 -0.068 -1.072  C10 1.092
7 S -0.846 -0.348 2.258  C8 1.491
8 C -1.321 0.591 1.203  S7 1.491, N9 1.192
9 N -1.860 1.602 0.870  H4 1.031, C8 1.192
10 C 1.904 -0.476 -0.391  C1 1.307, H3 1.128, H6 1.092

***

[3]
The following is a DFT calculation (ωB97M-V/def2-TZVPD) of 2 unconnected molecules or ions with the total composition C3H3IN2S in a non-equilibrium geometry.

Results
Energy above the lowest of the compared OMol25 structures with the same formula, charge and spin ... 3.829 eV
HOMO-LUMO gap (spin up / spin down) ... 8.432 / 8.432 eV
M ... 226.0 g/mol
HOMO level (spin up / spin down) ... -9.3 / -9.3 eV

Bonds (Å) are listed after each position.
Atoms and positions in Å:
1 N 1.346 1.056 -1.663  I5 2.056, H7 1.022
2 C -0.760 -0.870 1.514  H3 1.090, C4 1.410, N9 1.304
3 H -0.887 -1.183 2.550  C2 1.090
4 C 0.442 -0.460 0.902  C2 1.410, H6 1.194, C8 1.337
5 I 0.232 2.353 -2.804  N1 2.056
6 H 1.459 -0.695 1.481  C4 1.194
7 H 1.452 0.101 -2.009  N1 1.022
8 C 0.120 0.021 -0.304  C4 1.337, S10 1.713
9 N -1.839 -0.553 0.854  C2 1.304, S10 1.605
10 S -1.566 0.229 -0.520  C8 1.713, N9 1.605